# 1
C4H9ClN2 | wB97M-V/def2-TZVPD

CARTESIAN COORDINATES (ANGSTROEM)
Cl -2.5416 0.4943 -0.2720
N 0.5366 2.1272 -0.2234
N 1.2177 -0.7459 -0.8460
C -1.2441 -0.6976 -0.4325
C 0.3159 1.0416 0.6755
C 0.1518 -0.3439 0.0227
C -0.5948 -1.3789 0.7396
H 1.1682 1.0318 1.3254
H -0.5736 1.2529 1.3326
H 1.3153 1.8730 -0.8238
H -0.3593 -2.4131 0.6598
H -0.2969 2.4378 -0.7437
H -0.9344 -1.0661 1.7006
H -1.3208 -1.2737 -1.3882
H 2.1228 -0.7254 -0.3785
H 1.0371 -1.6140 -1.3479

Properties
- SMILES string: NC[C@@]1(N)C[C@H]1Cl
- Energy above the lowest of the compared OMol25 structures with the same formula, charge and spin: 7.4 kcal/mol
- Orbital gap: 9.98 eV
- Max |F|: 0.027 Eh/bohr
- Spin multiplicity: 1

Quick look at the Löwdin charges, all values in e:
1 Cl 0.618
2 N 0.000
3 N 0.076
4 C -0.600
5 C -0.275
6 C -0.555
7 C -0.097
8 H 0.103
9 H 0.108
10 H 0.065
11 H 0.101
12 H 0.071
13 H 0.099
14 H 0.114
15 H 0.087
16 H 0.083

---

# 2
C5H8O2 | wB97M-V/def2-TZVPD

CARTESIAN COORDINATES (ANGSTROEM)
O -0.6788 -1.5239 -1.1904
O 2.4186 0.4677 0.2800
C 1.6117 -0.6843 0.4599
C -2.2559 0.2939 -0.4874
C 0.3707 -0.4851 1.2104
C -1.0956 -0.5779 -0.5794
C -0.8269 0.9013 -0.3232
H 2.0934 -1.4269 1.1401
H 0.5157 0.4126 1.8416
H -2.8646 0.3240 0.4106
H 1.4190 -1.2138 -0.4820
H 3.1202 0.2459 -0.3452
H -0.6762 1.3832 0.6365
H -2.7915 0.4525 -1.4216
H -0.3597 1.4308 -1.1498

Properties
- Energy above the lowest of the compared OMol25 structures with the same formula, charge and spin: 147.9 kcal/mol
- Orbital gap: 8.87 eV
- Max |F|: 0.012 Eh/bohr
- Spin multiplicity: 1

Quick look at the Löwdin charges, all values in e:
1 O 0.088
2 O -0.074
3 C -0.381
4 C -0.034
5 C 0.130
6 C -0.466
7 C -0.080
8 H 0.140
9 H 0.039
10 H 0.115
11 H 0.109
12 H 0.085
13 H 0.091
14 H 0.116
15 H 0.121

---

# 3
C23H33BrN7OPtS2 | wB97M-V/def2-TZVPD

CARTESIAN COORDINATES (ANGSTROEM)
Pt 0.6567 0.1881 0.1480
Br -3.8480 0.7541 5.9991
S -4.3474 1.9257 0.4456
S -2.4091 1.3507 -1.3791
O -4.4034 -0.2917 -1.0333
N 0.6714 2.3367 0.0498
N 2.8543 0.1429 0.3048
N 0.8540 1.0058 -4.0541
N 0.8226 4.4008 -1.0262
N 0.5396 0.1988 -1.8900
N 0.8332 2.4890 -2.2885
N 0.8642 0.2226 2.1626
C 0.7318 1.1744 -2.7128
C -3.8556 0.8440 -0.7073
C 2.1463 0.2093 2.5683
C -0.5072 -2.7530 0.2057
C -1.4524 -2.5286 -0.9897
C -2.5315 0.9072 3.4855
C -2.3798 0.5838 4.8216
C -5.6157 -0.6913 -0.3427
C 0.4154 2.0482 -4.9900
C 0.7565 3.0453 -1.0140
C 0.0170 -4.1926 0.1669
C -0.0871 0.0018 4.4258
C 3.7995 0.1172 -0.6415
C -1.1644 0.1291 5.2927
C 5.1380 0.1257 -0.3446
C 0.9035 -0.3566 -4.5803
C -1.3147 -2.5480 1.4960
C -1.4538 0.7781 2.6234
C 5.5155 0.1628 1.0151
C 4.5593 0.1862 1.9896
C 0.6619 -1.8133 0.1223
C 3.1886 0.1725 1.6312
C -0.2103 0.3302 3.0753
H 0.6049 2.8755 0.9030
H 0.5838 -4.3797 -0.7510
H -5.4948 -0.5840 0.7326
H 1.0359 3.1449 -3.0186
H -2.0656 -3.3396 1.5945
H -0.6487 2.2716 -4.8856
H -1.0538 -0.1400 6.3350
H -2.3615 -3.1298 -0.8777
H -3.4855 1.2612 3.1187
H -1.5767 1.0373 1.5772
H -5.7689 -1.7308 -0.6052
H 6.5641 0.1710 1.2831
H 0.5930 1.6902 -5.9983
H -6.4499 -0.0837 -0.6853
H -0.6682 -2.5753 2.3777
H 3.4526 0.0831 -1.6696
H 2.3861 0.2841 3.6182
H 0.6746 -4.3873 1.0193
H 0.8406 -0.3969 4.8131
H 4.8251 0.2130 3.0400
H 0.9894 2.9713 -4.8901
H -0.9710 -2.8206 -1.9318
H 0.6839 4.9293 -1.8684
H -1.8353 -1.5854 1.4871
H 0.6864 4.8981 -0.1641
H -1.7462 -1.4762 -1.0578
H 5.8737 0.0988 -1.1357
H 1.3654 -0.3266 -5.5624
H -0.8136 -4.9023 0.2071
H 1.5245 -0.9840 -3.9442
H -0.0899 -0.8061 -4.6753
H 1.6377 -2.2458 -0.0964
H 0.3590 -0.6915 -2.3242

Properties
- Orbital gap (spin up / spin down): 5.96 / 5.52 eV
- Max |F|: 0.008 Eh/bohr
- Spin multiplicity: 5
- Net charge: +1

Quick look at the Löwdin charges, all values in e:
1 Pt 1.276
2 Br 0.753
3 S 0.780
4 S 0.712
5 O -0.160
6 N 0.021
7 N -0.032
8 N -0.135
9 N 0.180
10 N -0.019
11 N 0.171
12 N -0.137
13 C -0.436
14 C -1.375
15 C -0.098
16 C -0.685
17 C -0.071
18 C -0.134
19 C -0.700
20 C -0.038
21 C -0.019
22 C -0.483
23 C -0.068
24 C -0.019
25 C -0.138
26 C -0.114
27 C -0.067
28 C -0.027
29 C -0.055
30 C -0.068
31 C -0.063
32 C -0.019
33 C -0.168
34 C -0.276
35 C -0.284
36 H 0.095
37 H 0.083
38 H 0.082
39 H 0.120
40 H 0.089
41 H 0.105
42 H 0.107
43 H 0.090
44 H 0.061
45 H 0.051
46 H 0.100
47 H 0.112
48 H 0.096
49 H 0.100
50 H 0.089
51 H 0.103
52 H 0.115
53 H 0.089
54 H 0.107
55 H 0.119
56 H 0.086
57 H 0.081
58 H 0.113
59 H 0.064
60 H 0.120
61 H 0.028
62 H 0.103
63 H 0.097
64 H 0.087
65 H 0.095
66 H 0.108
67 H 0.045
68 H 0.055

---

# 4
C9H10ClN5O2V | wB97M-V/def2-TZVPD

CARTESIAN COORDINATES (ANGSTROEM)
V -0.4197 0.5182 -0.7021
Cl 2.0697 2.5610 -1.1748
O -3.3697 0.7510 0.1581
O -0.4656 3.5464 -0.5138
N 0.4954 0.1004 3.4521
N -1.3538 -1.0195 4.3256
N -0.7883 -0.3716 3.2645
N -1.2561 -0.3249 2.0281
N -0.2221 0.2342 1.3299
C -1.0580 -1.4023 -1.7432
C -2.2488 0.5146 -0.0987
C 0.3132 0.1869 -2.7580
C 2.5382 -0.3506 -1.4789
C -0.0168 2.5033 -0.8422
C 0.7547 0.4841 2.2198
C -1.0038 -0.3645 -2.7504
C 1.1025 -0.5436 -1.7689
C 0.2469 -1.5621 -1.1799
H -2.3364 -1.2294 4.2644
H 3.0400 -0.9391 -2.2558
H -1.9160 -2.0706 -1.5754
H 1.6853 0.9400 1.9494
H 0.5845 -2.3267 -0.4433
H -0.8757 -0.7493 5.1848
H 2.7865 -0.6937 -0.4646
H 2.8153 0.7344 -1.5629
H 0.7119 0.9963 -3.4036
H -1.8135 -0.1230 -3.4604

Properties
- Energy above the lowest of the compared OMol25 structures with the same formula, charge and spin: 35.5 kcal/mol
- Orbital gap (spin up / spin down): 6.46 / 7.06 eV
- Max |F|: 0.182 Eh/bohr
- Spin multiplicity: 2
- Net charge: +2

Quick look at the Löwdin charges, all values in e:
1 V 0.794
2 Cl 0.500
3 O 0.248
4 O 0.099
5 N 0.214
6 N 0.206
7 N -0.181
8 N 0.119
9 N -0.089
10 C -0.075
11 C -0.023
12 C -0.060
13 C -0.056
14 C -0.471
15 C -0.121
16 C -0.032
17 C -0.341
18 C -0.032
19 H 0.140
20 H 0.133
21 H 0.162
22 H 0.139
23 H 0.171
24 H 0.148
25 H 0.108
26 H -0.034
27 H 0.165
28 H 0.167